{"formula": "C24H29F3IN8O3PPt", "method": "ωB97M-V/def2-TZVPD", "symbols": ["Pt", "N", "C", "N", "C", "N", "C", "C", "N", "C", "C", "N", "H", "H", "H", "H", "H", "I", "C", "C", "C", "C", "C", "C", "C", "C", "C", "C", "H", "H", "H", "H", "H", "H", "F", "C", "F", "F", "C", "O", "O", "C", "N", "C", "P", "O", "N", "C", "C", "N", "C", "C", "H", "H", "H", "H", "H", "H", "H", "H", "H", "H", "H", "H", "H", "H", "H", "H", "H", "H"], "positions_angstrom": [[-1.11, 0.76, -0.17], [-4.68, -1.23, -1.31], [-3.60, -0.64, -1.79], [-2.66, -0.66, -0.85], [-3.27, -1.28, 0.22], [-4.50, -1.64, -0.04], [-2.58, -1.41, 1.49], [-3.09, -2.06, 2.61], [-2.40, -2.06, 3.74], [-1.22, -1.46, 3.78], [-0.71, -0.81, 2.65], [-1.41, -0.80, 1.53], [-5.57, -1.39, -1.77], [-3.50, -0.24, -2.78], [-4.06, -2.54, 2.59], [-0.69, -1.46, 4.72], [0.25, -0.31, 2.65], [0.71, 0.85, -2.10], [-0.45, 2.25, -3.16], [0.01, 2.75, -4.33], [-0.77, 3.70, -5.02], [-1.97, 4.10, -4.50], [-2.46, 3.55, -3.29], [-3.71, 3.95, -2.76], [-4.18, 3.40, -1.59], [-3.41, 2.44, -0.90], [-2.19, 2.08, -1.38], [-1.68, 2.60, -2.58], [0.96, 2.44, -4.75], [-0.42, 4.11, -5.96], [-2.57, 4.83, -5.02], [-4.30, 4.68, -3.29], [-5.14, 3.70, -1.20], [-3.81, 2.02, 0.01], [-1.83, 4.30, 2.92], [-1.21, 3.15, 3.18], [0.04, 3.40, 3.55], [-1.83, 2.53, 4.18], [-1.24, 2.24, 1.93], [-2.31, 1.71, 1.62], [-0.17, 2.05, 1.28], [1.07, -2.79, -1.10], [1.96, -2.87, 0.06], [1.55, -3.89, 1.02], [2.49, -1.38, 0.57], [1.45, -0.31, 0.68], [3.25, -1.65, 2.00], [3.20, -0.66, 3.08], [4.35, -2.61, 2.09], [3.61, -0.98, -0.59], [4.10, 0.40, -0.61], [4.50, -1.94, -1.23], [0.89, -3.79, -1.50], [1.54, -2.19, -1.88], [0.10, -2.34, -0.84], [1.87, -4.87, 0.67], [0.46, -3.91, 1.14], [1.99, -3.71, 1.99], [2.49, 0.12, 2.83], [4.18, -0.20, 3.24], [2.91, -1.14, 4.02], [4.32, -3.30, 1.24], [4.27, -3.19, 3.01], [5.32, -2.10, 2.10], [3.42, 1.04, -0.04], [4.15, 0.77, -1.64], [5.10, 0.48, -0.18], [4.08, -2.94, -1.18], [5.49, -1.94, -0.78], [4.63, -1.68, -2.29]], "total_energy_ha": -2653.1638, "de_lowest_kcal_mol": 59.5, "orbital_gap_ev": [4.3, 4.3], "charge": 2}